[1]
C19H41N4O6SY | ωB97M-V/def2-TZVPD

Geometry as XYZ:
```
72
Properties=species:S:1:pos:R:3:forces:R:3:mulliken_charge:R:1
Y -0.216249 0.359119 0.226748 0.38 0.28 -0.74 -0.164
C 1.285063 3.299593 0.808697 0.01 -0.12 0.03 -1.195
C 2.355473 2.410023 1.394838 -0.07 0.03 -0.03 -0.577
O 1.786665 1.107971 1.598490 0.04 0.01 0.02 -0.107
C 2.781010 0.122556 1.895419 0.04 -0.01 -0.10 -0.601
C 3.569710 -0.209944 0.637312 -0.03 0.02 0.02 -0.943
O 2.615903 -0.318195 -0.422795 0.04 -0.07 0.05 0.244
C 3.135147 -0.017092 -1.709070 -0.05 -0.01 -0.06 -0.911
C 1.972744 -0.053454 -2.682916 0.01 -0.05 0.03 -0.919
O 0.842863 0.688082 -2.210105 0.03 0.06 -0.07 0.262
C 0.809561 2.064282 -2.632773 -0.05 -0.01 0.13 -0.863
C 1.387151 2.953420 -1.556968 0.00 -0.05 -0.04 -0.767
O 0.712160 2.634825 -0.336828 0.04 0.03 0.06 0.689
H 1.695384 4.266225 0.513664 0.03 -0.01 0.01 0.561
H 0.475498 3.459623 1.512844 -0.01 0.00 0.01 0.326
H 2.718916 2.806510 2.345600 -0.04 0.02 0.01 0.488
H 3.203014 2.334781 0.708753 0.01 0.01 0.00 0.324
H 2.237729 -0.747413 2.256810 -0.02 0.00 0.01 0.117
H 3.438852 0.474502 2.692837 0.02 -0.01 -0.03 0.453
H 4.114045 -1.149406 0.764967 0.01 0.01 0.02 0.425
H 4.301696 0.563878 0.392618 -0.01 0.01 0.00 0.480
H 3.889078 -0.750595 -2.016685 0.00 0.01 0.00 0.471
H 3.619205 0.964937 -1.695881 -0.02 -0.01 0.00 0.469
H 1.626973 -1.076519 -2.839992 -0.01 0.01 0.05 0.327
H 2.292784 0.322663 -3.656034 0.00 0.00 0.00 0.507
H -0.237624 2.309728 -2.795132 0.04 -0.02 -0.01 0.031
H 1.347796 2.182856 -3.573138 0.03 0.04 0.01 0.614
H 1.223294 4.006240 -1.802989 -0.02 -0.02 -0.03 0.519
H 2.461926 2.793945 -1.437385 0.00 0.00 -0.01 0.297
C -2.370935 2.911972 -1.099881 0.05 -0.03 0.04 -1.229
O -1.887170 1.566641 -1.287541 -0.20 0.02 -0.02 0.924
C -2.851843 0.806600 -2.029572 0.09 -0.09 0.02 -0.793
C -2.186370 -0.494530 -2.387427 0.07 0.12 0.09 -0.761
O -1.721118 -1.124815 -1.178817 -0.18 0.04 0.06 0.379
C -2.714259 -2.030781 -0.647697 0.04 -0.02 0.00 -1.089
H -2.675323 3.320601 -2.064937 0.01 0.01 0.01 0.389
H -1.559879 3.500789 -0.687549 -0.01 0.00 0.02 0.321
H -3.218893 2.914719 -0.414029 0.01 0.00 0.00 0.236
H -3.139037 1.357658 -2.928496 0.01 -0.05 -0.04 0.465
H -3.745953 0.653986 -1.418455 0.00 0.01 -0.01 0.353
H -1.306174 -0.306206 -3.001709 0.00 -0.02 0.00 0.058
H -2.859254 -1.166463 -2.920222 -0.04 0.04 -0.01 0.502
H -2.903602 -2.819796 -1.376869 0.01 -0.01 0.01 0.296
H -3.641530 -1.503036 -0.426492 0.01 -0.01 -0.01 0.361
H -2.316921 -2.447537 0.273315 0.00 0.01 0.01 0.261
C 1.592222 -5.415182 -0.975800 0.01 0.00 -0.01 -1.288
C 1.061541 -4.739258 0.228839 -0.01 0.00 -0.04 0.913
N 0.871140 -5.279158 1.385148 0.05 -0.12 0.00 -0.837
N 0.378610 -4.280294 2.169624 -0.01 0.08 -0.05 0.337
C 0.250407 -3.120219 1.532908 -0.02 0.03 -0.11 0.051
S -0.349472 -1.661702 2.148799 0.01 0.01 0.14 -0.470
N 0.686910 -3.401685 0.274083 -0.03 0.02 0.18 0.197
N 0.732616 -2.437463 -0.723778 -0.01 0.02 0.15 -0.752
H 1.732623 -6.468152 -0.747184 0.00 0.00 0.00 0.372
H 2.553767 -4.993092 -1.272209 0.00 0.00 -0.01 0.291
H 0.900283 -5.328216 -1.814338 0.00 0.00 0.00 0.302
H 0.143177 -4.465823 3.132995 -0.01 0.02 0.00 0.235
H 1.690756 -2.296675 -1.019917 -0.01 -0.06 -0.01 0.320
H 0.126764 -2.700292 -1.492865 0.05 -0.03 -0.02 0.387
C -2.305454 0.737014 3.948958 0.04 -0.01 0.02 -1.448
C -2.580032 1.366372 2.586626 -0.06 0.06 0.04 0.244
C -3.508034 0.475470 1.766533 0.02 -0.08 -0.03 -0.740
C -1.272425 1.707773 1.832321 -0.35 -0.14 0.35 0.093
H -3.233631 0.468507 4.455353 -0.01 0.01 0.01 0.456
H -1.762854 1.431172 4.592145 0.00 0.00 0.00 0.407
H -1.703694 -0.171630 3.868877 -0.03 0.01 -0.03 0.114
H -3.127903 2.294991 2.786607 0.02 0.00 -0.03 0.339
H -3.054948 -0.513061 1.624886 0.01 0.02 -0.01 -0.046
H -3.713923 0.910423 0.783466 0.00 0.00 -0.01 -0.005
H -4.468190 0.314149 2.259526 0.00 0.03 0.01 0.583
H -0.529648 1.977425 2.594590 0.04 -0.04 0.00 0.347
H -1.458114 2.645667 1.289279 0.08 -0.03 -0.07 0.365
```
Forces are in eV/Å.

Results
* molecular weight: 542.532 g mol⁻¹
* total charge: +2
* HOMO-LUMO gap: 8.4 eV
* E_tot: -50478.703 eV



[2]
C19H41N9O9PSY | ωB97M-V/def2-TZVPD

Geometry as XYZ:
```
81
Properties=species:S:1:pos:R:3:forces:R:3:mulliken_charge:R:1
Y 0.036981 -0.527205 -0.152122 0.14 -0.31 -0.14 1.867
O 3.281599 -2.535196 2.368398 0.01 -0.02 0.00 -0.463
C 2.516403 -1.715265 1.689460 -0.06 0.03 0.01 0.578
O 1.668266 -2.064146 0.890533 -0.02 -0.09 -0.01 -0.517
C 2.784824 -0.263049 1.996219 0.00 0.02 0.01 -1.245
O 1.947547 0.458044 1.126646 0.00 0.05 0.16 0.735
C 2.039758 1.888431 1.168435 -0.02 -0.07 0.00 -0.418
C 0.996390 2.357067 0.154838 0.02 0.14 -0.10 0.078
O 1.214036 3.311349 -0.574853 0.03 -0.03 0.10 -0.682
O -0.061436 1.621881 0.123377 -0.02 0.13 -0.12 -0.612
H 3.075407 -3.458228 2.143599 -0.01 0.01 -0.01 0.442
H 3.843899 -0.039733 1.834404 0.00 -0.01 -0.01 0.445
H 2.552770 -0.065371 3.048569 0.01 0.00 0.00 0.526
H 3.037826 2.219842 0.883529 0.00 -0.01 -0.02 0.364
H 1.794225 2.257092 2.168523 0.01 0.01 0.00 0.366
C -0.336706 5.219943 -2.867435 0.02 0.03 0.00 -1.111
C -1.496942 4.306358 -2.816852 0.05 -0.08 0.00 0.938
N -2.752335 4.643886 -2.747899 -0.03 0.00 0.06 -0.775
N -3.418891 3.468766 -2.681247 0.01 0.05 -0.05 0.263
C -2.622738 2.414761 -2.736800 0.07 0.00 0.02 0.353
S -3.182887 0.761615 -2.693718 0.03 0.10 -0.11 -0.084
N -1.383922 2.928609 -2.826457 -0.05 -0.01 -0.09 0.339
N -0.218640 2.166073 -2.924897 0.00 0.11 0.06 -0.475
H -0.687283 6.242067 -2.756029 -0.01 0.00 -0.01 0.357
H 0.186296 5.129304 -3.820833 -0.02 0.00 -0.01 0.315
H 0.361057 4.977611 -2.064774 -0.02 0.02 -0.01 0.225
H -4.424275 3.460140 -2.583366 0.00 0.00 -0.02 0.198
H 0.184776 2.328235 -3.842934 -0.02 0.00 0.00 0.338
H 0.414062 2.525794 -2.203506 0.01 -0.05 -0.01 0.046
C -4.029164 -1.572662 1.180947 -0.02 0.00 0.00 -0.807
N -3.387200 -1.880456 2.455932 0.02 -0.05 -0.06 0.405
C -4.263635 -2.506098 3.440692 -0.02 -0.01 0.00 -1.027
P -1.917214 -1.302155 2.850959 0.01 0.01 0.04 0.056
O -1.042817 -1.263275 1.609046 0.00 0.09 -0.06 -0.539
N -2.048475 0.185348 3.516563 0.00 0.01 -0.04 0.563
C -3.304647 0.832009 3.869865 0.00 -0.01 0.02 -0.926
C -0.848027 0.934132 3.858016 -0.02 0.01 0.02 -1.039
N -1.195090 -2.264162 3.964533 0.02 0.02 -0.01 0.430
C -0.748302 -3.595106 3.561564 0.00 -0.01 0.00 -1.019
C -1.344940 -2.095677 5.405690 0.00 0.01 0.01 -1.015
H -4.511031 -2.473820 0.798991 0.00 0.00 0.00 0.336
H -3.296744 -1.241819 0.449527 0.00 0.00 0.01 0.129
H -4.793126 -0.797959 1.298938 -0.01 0.00 0.00 0.282
H -4.602336 -3.476001 3.072941 0.00 0.01 -0.01 0.303
H -5.143334 -1.885798 3.631851 0.00 0.00 0.01 0.392
H -3.743283 -2.657962 4.383269 0.01 -0.01 0.00 0.254
H -4.144084 0.268244 3.472866 -0.01 0.00 0.01 0.268
H -3.334605 1.837975 3.446856 0.00 0.00 -0.01 0.273
H -3.418065 0.911151 4.954525 0.01 0.01 0.00 0.297
H 0.036208 0.372566 3.555236 0.01 0.01 0.00 0.004
H -0.788055 1.114309 4.934924 0.00 0.00 0.00 0.404
H -0.845335 1.899199 3.344458 0.01 -0.01 0.00 0.369
H -0.569135 -3.622157 2.488588 0.00 -0.01 0.00 0.243
H -1.488158 -4.359569 3.815340 0.00 0.00 0.00 0.297
H 0.180938 -3.837613 4.081339 0.00 0.00 0.00 0.348
H -1.758875 -1.116570 5.633722 0.00 0.00 0.01 0.279
H -0.371775 -2.184736 5.892068 0.00 0.00 -0.01 0.306
H -2.003193 -2.859526 5.829239 0.00 0.00 0.00 0.369
C 4.198150 -0.314594 -1.374216 0.01 -0.02 0.01 -0.971
N 3.601260 -0.480626 -2.684873 -0.01 0.01 0.00 0.218
C 4.549019 -0.514825 -3.798050 0.00 0.01 -0.06 -0.633
C 3.854027 -0.166611 -5.094692 0.02 -0.02 0.02 -0.686
C 2.631230 -1.043687 -5.238078 0.00 -0.01 -0.03 -0.626
N 1.777670 -0.930842 -4.055984 -0.02 0.03 0.01 0.259
C 0.381404 -1.307918 -4.245979 0.04 -0.02 0.01 -0.869
C 2.281765 -0.717940 -2.829905 -0.01 -0.11 -0.03 0.496
O 1.526352 -0.736714 -1.808258 -0.01 0.13 0.08 -0.484
H 4.647411 0.677234 -1.287270 0.00 0.00 0.00 0.352
H 4.981264 -1.061756 -1.226980 0.00 0.00 0.00 0.405
H 3.437557 -0.435091 -0.613374 -0.01 0.02 -0.01 -0.020
H 5.006515 -1.507277 -3.858969 0.00 0.00 0.02 0.314
H 5.342687 0.199371 -3.578079 -0.01 0.00 0.01 0.372
H 4.528964 -0.329202 -5.933348 0.00 0.02 0.00 0.371
H 3.566377 0.886737 -5.092738 -0.01 0.00 -0.01 0.287
H 2.921148 -2.088360 -5.390321 -0.02 0.00 0.02 0.303
H 2.033840 -0.745839 -6.098806 0.00 0.01 -0.01 0.381
H -0.014889 -0.756891 -5.098853 -0.01 0.00 -0.01 0.339
H -0.207732 -1.067816 -3.369805 -0.02 0.03 0.00 0.102
H 0.301459 -2.376078 -4.460436 0.01 0.00 0.00 0.329
O -1.547776 -0.843457 -1.623644 0.06 0.07 -0.03 -0.666
O -2.424250 0.281696 -1.338639 -0.16 -0.25 0.35 -0.193
```
Forces are in eV/Å.

Results
* molecular weight: 691.538 g mol⁻¹
* total charge: +2
* HOMO-LUMO gap: 9.0 eV
* E_tot: -73366.243 eV



[3]
C19H41NO10S4 | ωB97M-V/def2-TZVPD

Geometry as XYZ:
```
75
Properties=species:S:1:pos:R:3:forces:R:3:mulliken_charge:R:1
C 2.260410 2.219341 3.951054 -2.47 -0.42 2.91 -0.755
C 3.563477 1.798852 3.291733 2.39 0.78 1.26 0.721
O 4.680110 1.749447 3.827370 -3.53 -0.12 -2.01 -0.523
N 3.398374 1.394416 1.835742 0.24 1.90 -1.43 0.641
H 2.400929 0.995797 1.732067 -0.63 -1.82 0.08 -0.075
H 3.149680 2.173861 1.066915 0.66 -0.23 2.14 0.307
C 4.545212 0.625013 1.219383 -0.27 -1.42 1.30 -0.603
H 2.221276 2.800923 5.047233 1.14 -1.41 -3.15 0.288
H 1.617251 1.267084 4.236907 1.54 1.44 -0.96 0.176
H 1.532114 2.752308 3.302267 0.85 -0.32 0.00 0.203
H 4.207746 0.222285 0.260353 -0.10 0.27 0.13 0.144
H 4.690190 -0.274687 1.898402 0.26 1.19 -0.90 0.344
H 5.493586 1.200421 1.069291 -1.13 -0.26 0.52 0.305
O 0.998027 0.332807 1.625257 1.00 0.70 -0.10 -0.974
H 0.211293 -0.173631 1.435775 0.01 -0.05 -0.02 -0.099
C 2.108240 -2.530022 -2.303380 1.23 2.18 2.75 -0.730
C 0.868798 -2.480655 -1.324619 6.63 3.20 5.82 0.209
C -0.190810 -2.863044 -2.019689 -5.77 -6.28 -4.66 -0.481
S -0.143579 -1.958933 -3.551161 -3.62 -1.06 -0.85 1.156
O -0.846364 -0.694690 -3.343413 1.03 -0.72 -0.40 -0.554
O -0.490765 -2.834305 -4.667278 0.12 0.99 0.76 -0.781
C 1.550440 -1.752516 -3.538038 0.99 3.41 4.72 -0.185
H 2.325055 -3.567403 -2.512782 0.06 -0.21 -0.34 0.443
H 3.141938 -2.066980 -1.702373 -3.04 -1.07 -2.17 0.155
H 0.707073 -1.435203 -0.875085 0.62 -1.00 -0.66 -0.330
H 0.973273 -3.107710 -0.412597 0.46 0.29 -0.52 0.298
H -1.137881 -3.008261 -1.530587 -0.76 1.16 0.05 0.238
H -0.061588 -4.026162 -2.293680 0.01 2.26 -0.17 0.280
H 1.621450 -0.610089 -3.409234 0.44 -1.67 -0.11 -0.449
H 1.963443 -2.036298 -4.385582 1.74 -1.25 -4.14 0.775
C -0.976543 -2.752173 1.923902 -5.35 4.85 -2.87 0.726
C -1.764977 -1.993901 3.049771 8.06 4.46 -3.31 -0.484
C -2.104845 -2.890708 3.976875 0.30 -4.01 5.27 -0.751
S -2.569881 -4.304825 3.019655 -4.99 2.92 1.58 1.161
O -3.998836 -4.344651 2.988951 -0.78 -0.44 -0.45 -0.707
O -1.848183 -5.328066 3.573688 3.14 -4.99 1.40 -0.671
C -1.953847 -3.799985 1.538832 2.67 -0.82 -0.22 -1.237
H -0.116770 -3.102794 2.171364 5.61 -1.98 1.97 0.745
H -0.891613 -2.120673 0.977532 0.41 -0.41 1.39 -1.119
H -2.569626 -1.546439 2.713690 -3.91 2.44 -2.51 0.220
H -1.111499 -1.201041 3.528478 -0.59 -0.46 -0.86 0.205
H -2.841028 -2.395119 4.584774 -0.72 -0.99 0.77 0.453
H -1.168767 -3.155309 4.557418 -1.36 -0.23 -0.19 0.347
H -2.525373 -3.366462 0.836100 -3.27 1.28 -1.72 0.640
H -1.482644 -4.583123 1.021660 0.67 -1.56 -0.31 0.472
C 2.036877 2.246769 -2.698211 -7.04 0.42 -4.97 -1.226
C 1.862312 3.694387 -3.170607 3.62 -3.38 -6.51 -0.515
C 1.428562 4.453080 -2.117815 0.35 4.49 4.00 -0.933
S 1.291658 3.428412 -0.608390 5.42 -0.95 -2.66 1.300
O 0.206802 3.703582 0.183584 -4.03 1.35 2.65 -0.660
O 2.628692 3.448573 0.026649 -0.65 -0.55 -0.33 -0.981
C 1.098543 1.889616 -1.573552 -0.09 2.53 -0.49 0.245
H 2.814411 1.966657 -2.234240 7.16 -1.12 1.97 0.832
H 1.876314 1.814260 -3.719108 0.25 -1.20 1.46 0.216
H 1.293696 3.773459 -4.208931 0.30 -0.30 2.52 0.320
H 2.906347 3.747158 -3.642021 -0.93 1.41 1.15 0.301
H 0.440666 4.686039 -2.182889 -3.21 0.67 -0.62 0.460
H 1.866741 5.487812 -2.044199 0.10 -1.18 0.75 0.420
H 0.052359 1.914125 -1.830092 -0.45 -1.01 0.27 0.048
H 1.625193 1.200145 -0.968968 -0.85 -1.55 0.92 -0.008
C -2.635796 1.938990 -0.634033 -1.76 0.11 0.89 -1.070
C -4.184976 2.032849 -0.298993 3.64 10.58 2.13 -0.825
C -4.736301 1.042335 -0.935678 -7.47 -9.71 -0.50 -0.675
S -3.653501 -0.357985 -0.610688 -1.72 -1.71 -0.02 1.260
O -3.415036 -0.957457 -1.897500 0.00 -0.90 0.18 -0.668
O -4.152616 -1.090125 0.568000 0.76 0.34 -1.50 -0.701
C -2.290630 0.564418 -0.089396 1.73 0.70 -2.72 1.204
H -2.037729 2.695569 -0.247099 0.79 1.35 1.60 0.431
H -2.417580 2.065312 -1.643352 -0.03 -0.53 -2.27 0.539
H -4.750094 3.091577 -0.442948 1.65 -2.15 0.00 0.244
H -4.087441 1.948653 0.719498 -0.70 -0.37 2.76 0.355
H -4.745021 1.064972 -1.963418 -0.44 0.35 -2.42 0.446
H -5.947672 0.527749 -0.483623 3.70 1.86 -1.49 0.274
H -1.303981 0.271117 -0.570109 -1.22 -0.35 1.25 -1.178
H -2.504765 0.481253 0.925187 1.12 0.26 2.21 0.401
```
Forces are in eV/Å.

Results
* molecular weight: 571.802 g mol⁻¹
* HOMO-LUMO gap: 8.4 eV
* E_tot: -85659.819 eV



Largest force on an atom for every record listed, in sequence, given in eV Å⁻¹: 0.88; 0.46; 12.26.